{"formula": "C3H6ClPS2", "method": "ωB97M-V/def2-TZVPD", "symbols": ["C", "C", "C", "P", "S", "S", "Cl", "H", "H", "H", "H", "H", "H"], "coordinates": [[-0.4022, 0.6398, -0.2083], [0.5537, -0.2192, 0.6200], [1.8798, -0.3714, -0.1197], [-3.5935, 0.4978, 0.2359], [-1.7687, 1.3370, 0.7837], [-0.1378, -1.8566, 0.9699], [-3.1949, -0.6481, -1.3393], [0.1370, 1.5120, -0.5812], [-0.8158, 0.0856, -1.0514], [0.7224, 0.2584, 1.5887], [1.7291, -0.8965, -1.0609], [2.5734, -0.9433, 0.4887], [2.3176, 0.6046, -0.3261]], "atomic_forces_ev_per_a": [[-0.121, 0.229, 0.209], [-0.379, -0.119, -0.215], [0.031, -0.138, 0.187], [-0.505, 0.430, 0.864], [0.413, 0.053, -0.026], [0.071, 0.215, 0.093], [0.201, -0.647, -0.956], [-0.043, -0.002, -0.085], [0.117, 0.059, 0.060], [0.050, -0.053, 0.018], [0.048, -0.007, -0.106], [0.132, -0.071, -0.014], [-0.017, 0.050, -0.030]], "homo_energy_ev": [-9.51, -7.39], "gap_ev": [8.82, 5.27], "energy_ha": -1715.78401, "lumo_energy_ev": [-0.7, -2.1], "largest_force_ev_per_a": 1.2}